This record from OMol25 describes a cluster of 3 separate species, C10H20N2O7P in total. The level of theory is the ωB97M-V functional and the def2-TZVPD basis.

Geometry as ORCA input:
```
! RIJCOSX wB97M-V def2-TZVPD def2/J DEFGRID3
* xyz -1 1
C 1.858 1.280 4.348
C 0.362 1.045 4.246
C -0.485 2.310 4.275
N -0.105 -0.149 4.202
C -0.877 -0.517 3.038
O -1.238 -1.909 3.173
N -0.541 -2.596 4.201
O 0.067 -3.507 3.762
P 0.089 -0.499 1.559
O -0.698 -0.975 0.413
O 1.430 -1.461 1.644
O 0.626 1.019 1.258
H 2.149 1.912 3.513
H 2.108 1.756 5.302
H 2.347 0.310 4.300
H -1.112 2.432 3.398
H 0.159 3.184 4.376
H -1.093 2.269 5.179
H 2.145 -1.014 2.111
H 1.576 0.969 1.120
C -2.859 -1.209 -1.928
C -3.394 -0.691 -3.234
O -4.438 -0.083 -3.327
C -2.525 -0.972 -4.436
H -3.539 -0.953 -1.121
H -2.746 -2.293 -1.964
H -1.889 -0.755 -1.717
H -2.403 -2.047 -4.573
H -1.552 -0.506 -4.284
H -2.981 -0.551 -5.331
C 1.157 0.639 -2.352
C 1.525 0.441 -3.802
O 0.691 0.477 -4.678
C 2.983 0.191 -4.114
H 0.087 0.807 -2.263
H 1.417 -0.247 -1.769
H 1.684 1.505 -1.948
H 3.322 -0.714 -3.609
H 3.586 1.038 -3.783
H 3.107 0.065 -5.188
*
```

Kohn-Sham gap ... 4.97 eV
Calculated total energy ... -37293.6282 eV
M ... 311.3 g mol⁻¹
ΔE to the lowest compared entry with this formula, charge and spin ... 19.18 kcal/mol